This record from the Open Molecules 2025 dataset describes a molecular structure, C26H37CoN2O2PSi. The level of theory is wB97M-V/def2-TZVPD.

Geometry (Å):
Co: -0.092 0.403 -0.401
P: -2.370 0.219 -1.005
Si: -0.224 0.930 1.820
O: -0.266 -1.382 -0.034
O: 0.247 2.293 -0.948
N: 1.771 0.336 -0.355
N: 2.542 -0.630 -0.050
C: 4.324 3.003 -0.873
C: 0.321 -3.527 0.619
C: -4.084 2.472 -0.603
C: -3.329 -1.083 -3.418
C: 2.101 3.879 -1.205
C: 4.443 -2.537 0.682
C: -4.752 -1.186 -0.170
C: -3.379 -0.664 0.241
C: 2.070 -1.837 0.287
C: -0.924 -0.466 2.846
C: 1.601 2.617 -0.947
C: -0.639 3.333 -1.384
C: 3.811 1.744 -0.606
C: 3.071 -2.832 0.649
C: -3.523 1.500 -1.643
C: 4.938 -4.801 1.362
C: 2.653 -4.133 0.982
C: 3.478 4.061 -1.166
C: 1.471 1.341 2.501
C: -1.314 2.463 1.894
C: -2.173 -0.930 -2.432
C: 1.257 -4.443 0.954
C: 2.438 1.553 -0.641
C: 5.354 -3.506 1.031
C: 0.691 -2.191 0.275
C: 3.601 -5.108 1.337
H: -4.670 -2.021 -0.863
H: 4.780 -1.543 0.431
H: 1.451 4.711 -1.431
H: 3.888 5.041 -1.367
H: -2.163 2.410 1.210
H: -3.073 -1.833 -4.166
H: -3.531 -0.154 -3.950
H: -0.624 4.156 -0.671
H: -0.992 -0.097 3.875
H: -0.261 -1.333 2.853
H: -5.372 -0.419 -0.635
H: -3.052 2.018 -2.482
H: -4.351 1.963 0.323
H: -4.250 -1.401 -2.935
H: 4.458 0.914 -0.368
H: 1.948 2.174 1.984
H: 2.143 0.481 2.473
H: 0.956 -5.451 1.214
H: -4.992 2.936 -0.986
H: -3.465 0.016 1.093
H: -0.734 -3.767 0.602
H: -1.902 -1.887 -1.980
H: 1.352 1.628 3.550
H: -2.739 -1.483 0.575
H: 5.667 -5.551 1.635
H: -4.353 0.941 -2.079
H: 5.394 3.159 -0.848
H: -3.399 3.280 -0.345
H: -1.916 -0.793 2.546
H: 6.408 -3.262 1.051
H: -1.715 2.590 2.903
H: -0.334 3.677 -2.371
H: -1.624 2.897 -1.426
H: -0.735 3.357 1.657
H: -5.288 -1.543 0.709
H: 3.258 -6.104 1.590
H: -1.279 -0.600 -2.971

Output
Charge: +1
LUMO level: -3.6 eV

Table of Mulliken atomic charges, one value per atom, all in e: Co 0.112; P 1.081; Si 1.124; O -0.375; O 0.035; N 0.843; N -0.521; C -0.931; C -0.908; C -1.506; C -1.405; C -0.718; C -0.287; C -1.552; C -0.313; C 0.325; C -1.127; C 0.880; C -0.554; C -0.385; C 1.004; C -1.022; C -0.582; C 0.622; C -0.783; C -1.242; C -1.062; C -0.600; C -0.982; C 0.460; C -0.802; C -0.336; C -0.913; H 0.326; H 0.401; H 0.464; H 0.430; H 0.057; H 0.426; H 0.315; H 0.465; H 0.480; H 0.263; H 0.323; H 0.685; H 0.360; H 0.282; H 0.445; H 0.316; H 0.305; H 0.399; H 0.417; H 0.383; H 0.468; H 0.177; H 0.458; H 0.378; H 0.402; H 0.708; H 0.431; H 0.325; H 0.317; H 0.421; H 0.481; H 0.496; H -0.719; H 0.253; H 0.431; H 0.414; H 0.439

This record from the Open Molecules 2025 dataset describes a molecular structure, C26H37FeN2O4P2. The level of theory is wB97M-V/def2-TZVPD.

Geometry (Å):
Fe: 0.711 0.282 -1.067
P: 1.950 2.264 -0.911
P: -1.158 -1.018 -2.228
O: -1.442 1.835 -1.469
O: 0.070 3.507 -4.353
O: 1.634 -2.453 1.768
O: 1.336 -0.688 0.429
N: -0.704 0.372 2.185
N: 1.522 0.131 -2.926
C: 1.530 -1.236 1.572
C: -4.159 -0.639 1.529
C: 2.924 -0.358 -5.223
C: 3.157 0.824 -4.510
C: 2.635 0.569 4.712
C: 1.105 3.787 -0.366
C: 3.400 1.986 0.160
C: -0.811 -2.133 3.828
C: -4.231 -1.884 2.170
C: 2.568 2.373 -2.616
C: 1.931 -1.231 -4.807
C: 0.420 1.321 4.121
C: -3.241 -3.775 3.508
C: -1.860 -0.378 2.316
C: 0.408 0.432 3.041
C: -1.941 -1.626 2.994
C: -2.981 0.082 1.587
C: 1.231 -0.962 -3.652
C: 0.131 -1.882 -3.161
C: 2.430 1.024 -3.339
C: -2.504 -0.648 -3.395
C: 1.515 1.357 4.971
C: -3.123 -2.392 2.862
C: 2.673 -0.238 3.577
C: 1.566 -0.293 2.746
C: -1.856 -2.138 -0.951
H: -2.689 -1.489 -4.074
H: -2.134 2.420 -1.860
H: -2.263 0.215 -4.042
H: -4.251 -4.171 3.295
H: 3.857 1.563 -4.860
H: -5.051 -0.272 1.002
H: 3.587 2.714 -2.563
H: 3.501 0.593 5.358
H: -2.932 1.063 1.106
H: 1.513 2.017 5.836
H: -0.275 2.929 -3.681
H: -0.445 -1.363 4.522
H: 3.477 -0.576 -6.126
H: 1.686 -2.151 -5.328
H: -1.046 -2.311 -0.196
H: 0.119 3.852 -0.866
H: -0.851 1.205 1.624
H: 3.494 -0.907 3.347
H: 0.948 3.763 0.733
H: 0.103 4.411 -3.932
H: 3.852 1.010 -0.115
H: -3.456 -0.421 -2.885
H: -2.685 -1.623 -0.437
H: 0.029 -2.462 3.201
H: -2.497 -4.479 3.081
H: 1.990 3.143 -3.156
H: 3.129 1.954 1.239
H: -1.576 1.128 -2.224
H: -3.107 -3.733 4.608
H: -1.135 -2.989 4.425
H: -0.467 1.914 4.323
H: 0.547 -2.621 -2.467
H: -2.181 -3.080 -1.411
H: 4.114 2.816 -0.045
H: -0.345 -2.376 -4.013
H: -5.127 -2.515 2.125
H: 1.731 4.651 -0.643

Output
Charge: +2
Spin multiplicity: 6
LUMO level (spin up / spin down): -6.1 / -8.5 eV

Table of Mulliken atomic charges, one value per atom, all in e: Fe 1.766; P 1.021; P 0.809; O -0.431; O -0.632; O -0.647; O -0.885; N 0.311; N 0.169; C -0.198; C -1.146; C -0.553; C -0.999; C -0.729; C -1.181; C -1.303; C -1.115; C -0.905; C -1.151; C -0.978; C -0.490; C -1.632; C 0.516; C -0.913; C 1.347; C -0.972; C 0.728; C -1.232; C 0.371; C -1.298; C -0.651; C 0.662; C -0.776; C 1.654; C -1.028; H 0.436; H 0.335; H 0.488; H 0.389; H 0.566; H 0.400; H 0.645; H 0.460; H 0.409; H 0.440; H 0.257; H 0.262; H 0.455; H 0.544; H 0.351; H 0.325; H 0.213; H 0.524; H 0.374; H 0.359; H 0.402; H 0.404; H 0.017; H 0.155; H 0.339; H 0.420; H 0.280; H -0.178; H 0.389; H 0.526; H 0.515; H 0.521; H 0.611; H 0.497; H 0.569; H 0.335; H 0.458

This record from the Open Molecules 2025 dataset describes 4 unconnected molecules or ions with the total composition C26H37IO13S3. The level of theory is wB97M-V/def2-TZVPD.

Geometry (Å):
I: 2.928 4.517 -0.154
S: -1.299 3.561 -0.118
S: -0.566 5.137 4.449
S: -1.152 -5.051 -4.068
O: -2.603 -4.436 -3.748
O: -0.969 3.182 -1.460
O: -1.728 6.169 4.857
O: -0.144 -7.236 0.917
O: 4.915 -1.819 -2.252
O: -2.865 3.302 0.133
O: 0.434 5.128 5.476
O: -0.206 -3.977 -4.183
O: -0.952 4.855 0.405
O: 0.730 -4.572 -0.298
O: 2.357 1.540 1.041
O: -1.280 -6.046 -5.093
O: -1.169 3.919 3.981
C: 0.073 6.029 3.066
C: 4.872 3.423 -2.301
C: 5.319 1.012 -2.927
C: -2.681 5.761 5.846
C: -3.912 4.129 -1.919
C: 3.914 2.971 -1.268
C: 1.132 -6.601 1.135
C: 3.668 1.531 -1.040
C: 0.872 -5.034 1.090
C: -3.802 4.242 -0.409
C: 5.591 2.453 -3.118
C: 1.754 -6.920 2.551
C: 1.234 -3.252 -0.287
C: 2.906 -1.500 -0.992
C: 2.727 0.963 0.039
C: 2.234 -0.518 -0.142
C: -3.592 -4.136 -5.966
C: 1.038 -0.908 0.631
C: 4.156 -1.001 -1.781
C: -2.076 5.721 7.238
C: -0.897 -5.876 -2.528
C: 0.510 -2.273 0.569
C: -0.676 2.324 0.968
C: -3.152 -3.484 -4.668
C: 4.377 0.541 -1.908
C: 2.409 -2.885 -1.084
H: 2.797 -6.499 2.562
H: -2.836 5.484 7.984
H: -0.537 -7.347 1.803
H: 0.406 2.306 0.853
H: 0.035 -6.434 -2.607
H: 0.525 -0.153 1.278
H: -1.093 1.360 0.679
H: -2.742 -4.553 -6.508
H: 1.754 -8.019 2.790
H: -0.825 -5.142 -1.732
H: 0.952 5.492 2.709
H: -1.295 4.964 7.308
H: 0.014 -4.719 1.740
H: -2.436 -2.679 -4.853
H: 1.161 -6.339 3.321
H: -1.619 6.681 7.484
H: -2.973 4.396 -2.405
H: -0.378 -2.578 1.170
H: -4.147 3.104 -2.210
H: -4.686 4.797 -2.302
H: -3.116 4.794 5.577
H: 5.040 4.527 -2.408
H: -0.940 2.576 1.994
H: 2.898 -3.648 -1.734
H: 1.831 -6.814 0.286
H: 0.361 7.028 3.391
H: -0.680 6.073 2.284
H: -4.020 -3.038 -4.180
H: -1.722 -6.565 -2.355
H: -4.077 -3.409 -6.620
H: 1.783 -4.494 1.490
H: 5.892 0.324 -3.595
H: -3.537 5.258 -0.107
H: -3.489 6.494 5.828
H: -4.283 -4.957 -5.768
H: -4.771 4.015 0.039
H: 6.327 2.830 -3.865

Output
Charge: 0
LUMO level: -1.2 eV

Table of Mulliken atomic charges, one value per atom, all in e: I 0.166; S 1.174; S 1.210; S 1.239; O -0.266; O -0.630; O -0.282; O -0.523; O -0.586; O -0.299; O -0.635; O -0.625; O -0.613; O -0.128; O -0.563; O -0.641; O -0.629; C -0.856; C -0.394; C -0.642; C -0.333; C -1.015; C -0.575; C 0.203; C 0.309; C -0.742; C -0.332; C -0.588; C -1.301; C 0.193; C 0.686; C 0.890; C 0.264; C -0.998; C -0.635; C 0.260; C -0.988; C -0.908; C -0.422; C -0.512; C -0.342; C 0.228; C -0.800; H 0.366; H 0.387; H 0.360; H -0.008; H 0.360; H 0.525; H 0.407; H 0.311; H 0.345; H 0.178; H 0.298; H 0.305; H 0.180; H 0.325; H 0.330; H 0.261; H 0.314; H 0.399; H 0.256; H 0.394; H 0.306; H 0.301; H 0.316; H 0.439; H 0.265; H 0.407; H 0.252; H 0.272; H 0.434; H 0.385; H 0.480; H 0.362; H 0.302; H 0.277; H 0.262; H 0.287; H 0.341

Repeat the first record exactly.
This record from the Open Molecules 2025 dataset describes a molecular structure, C26H37CoN2O2PSi. The level of theory is wB97M-V/def2-TZVPD.

Geometry (Å):
Co: -0.092 0.403 -0.401
P: -2.370 0.219 -1.005
Si: -0.224 0.930 1.820
O: -0.266 -1.382 -0.034
O: 0.247 2.293 -0.948
N: 1.771 0.336 -0.355
N: 2.542 -0.630 -0.050
C: 4.324 3.003 -0.873
C: 0.321 -3.527 0.619
C: -4.084 2.472 -0.603
C: -3.329 -1.083 -3.418
C: 2.101 3.879 -1.205
C: 4.443 -2.537 0.682
C: -4.752 -1.186 -0.170
C: -3.379 -0.664 0.241
C: 2.070 -1.837 0.287
C: -0.924 -0.466 2.846
C: 1.601 2.617 -0.947
C: -0.639 3.333 -1.384
C: 3.811 1.744 -0.606
C: 3.071 -2.832 0.649
C: -3.523 1.500 -1.643
C: 4.938 -4.801 1.362
C: 2.653 -4.133 0.982
C: 3.478 4.061 -1.166
C: 1.471 1.341 2.501
C: -1.314 2.463 1.894
C: -2.173 -0.930 -2.432
C: 1.257 -4.443 0.954
C: 2.438 1.553 -0.641
C: 5.354 -3.506 1.031
C: 0.691 -2.191 0.275
C: 3.601 -5.108 1.337
H: -4.670 -2.021 -0.863
H: 4.780 -1.543 0.431
H: 1.451 4.711 -1.431
H: 3.888 5.041 -1.367
H: -2.163 2.410 1.210
H: -3.073 -1.833 -4.166
H: -3.531 -0.154 -3.950
H: -0.624 4.156 -0.671
H: -0.992 -0.097 3.875
H: -0.261 -1.333 2.853
H: -5.372 -0.419 -0.635
H: -3.052 2.018 -2.482
H: -4.351 1.963 0.323
H: -4.250 -1.401 -2.935
H: 4.458 0.914 -0.368
H: 1.948 2.174 1.984
H: 2.143 0.481 2.473
H: 0.956 -5.451 1.214
H: -4.992 2.936 -0.986
H: -3.465 0.016 1.093
H: -0.734 -3.767 0.602
H: -1.902 -1.887 -1.980
H: 1.352 1.628 3.550
H: -2.739 -1.483 0.575
H: 5.667 -5.551 1.635
H: -4.353 0.941 -2.079
H: 5.394 3.159 -0.848
H: -3.399 3.280 -0.345
H: -1.916 -0.793 2.546
H: 6.408 -3.262 1.051
H: -1.715 2.590 2.903
H: -0.334 3.677 -2.371
H: -1.624 2.897 -1.426
H: -0.735 3.357 1.657
H: -5.288 -1.543 0.709
H: 3.258 -6.104 1.590
H: -1.279 -0.600 -2.971

Output
Charge: +1
LUMO level: -3.6 eV

Table of Mulliken atomic charges, one value per atom, all in e: Co 0.112; P 1.081; Si 1.124; O -0.375; O 0.035; N 0.843; N -0.521; C -0.931; C -0.908; C -1.506; C -1.405; C -0.718; C -0.287; C -1.552; C -0.313; C 0.325; C -1.127; C 0.880; C -0.554; C -0.385; C 1.004; C -1.022; C -0.582; C 0.622; C -0.783; C -1.242; C -1.062; C -0.600; C -0.982; C 0.460; C -0.802; C -0.336; C -0.913; H 0.326; H 0.401; H 0.464; H 0.430; H 0.057; H 0.426; H 0.315; H 0.465; H 0.480; H 0.263; H 0.323; H 0.685; H 0.360; H 0.282; H 0.445; H 0.316; H 0.305; H 0.399; H 0.417; H 0.383; H 0.468; H 0.177; H 0.458; H 0.378; H 0.402; H 0.708; H 0.431; H 0.325; H 0.317; H 0.421; H 0.481; H 0.496; H -0.719; H 0.253; H 0.431; H 0.414; H 0.439